Computed, not measured: 4 unconnected molecules or ions with the total composition C3H14O4, with ωB97M-V/def2-TZVPD.

XYZ file:
```
21
Properties=species:S:1:pos:R:3:forces:R:3
O -0.860443 0.256141 2.259042 -0.6 -0.4 0.2
O -0.013662 1.150265 -0.219498 1.0 -0.4 0.2
O -2.432714 -1.006332 0.395555 0.0 -0.1 0.0
O -1.964067 0.408572 -1.943469 0.1 -0.1 -0.2
C 2.197563 0.155105 0.213243 0.6 0.5 0.4
C 0.904497 0.090971 -0.565810 -0.3 0.3 0.1
C 3.132602 -1.003539 -0.158970 0.0 0.3 -0.2
H 1.975513 0.152610 1.288290 -0.2 -0.3 -0.1
H 1.027150 0.191912 -1.646846 0.4 -0.2 0.1
H 2.703481 1.123683 0.115128 -0.1 -0.1 -0.5
H 2.890398 -1.356644 -1.164015 0.0 -0.2 0.1
H -1.070721 -0.676717 2.069459 0.5 0.2 0.0
H -2.327752 -0.700055 -0.535656 -0.3 0.0 0.4
H -0.026156 1.116232 0.754087 -0.6 0.0 -0.1
H 4.177117 -0.696935 -0.200553 0.0 0.1 0.1
H -3.317627 -1.364557 0.525493 0.1 0.1 -0.4
H 3.061817 -1.826390 0.546609 -0.1 -0.2 -0.1
H 0.471186 -0.896112 -0.358118 -0.3 0.1 -0.1
H -1.145088 0.739273 -1.522078 -0.4 0.1 0.2
H -2.566018 1.158196 -1.908196 0.0 0.0 0.0
H -1.719412 0.603492 1.973287 0.2 0.3 0.1
```
Forces are in eV/Å.

Its total energy is -423.65472 Eh. As for the LUMO energy: 0.64 eV. The SMILES is CCCO.O.O.O. As for the gap between HOMO and LUMO: 10.954 eV. For the energy above the lowest of the compared OMol25 structures with the same formula, charge and spin, the calculation gives 8.7 kcal/mol.

=====

Computed, not measured: a molecular structure, C38H35ClN2Si2W, with ωB97M-V/def2-TZVPD.

XYZ file:
```
79
Properties=species:S:1:pos:R:3:forces:R:3
W -1.092799 -0.950944 1.353715 1.7 2.0 1.4
Cl 3.377319 1.732237 1.416572 -0.2 -0.1 0.8
Si 0.099393 -0.817126 -1.201905 -0.8 0.4 -5.2
Si 3.176756 1.494911 -0.626313 -3.6 1.1 0.3
N -0.543582 0.587398 3.071773 -0.7 0.3 0.4
N 0.347649 -1.973922 2.603775 0.2 -1.3 0.6
C -2.312249 2.388433 -3.928485 -0.3 -0.3 1.0
C 1.913232 -1.337107 5.948726 -0.4 0.7 0.3
C -3.147844 -0.651374 0.429917 -0.8 0.0 0.0
C -0.759032 0.594490 -2.335059 0.0 0.5 0.9
C 1.265335 -2.697503 -3.402190 0.1 -0.1 -0.2
C -1.749811 1.414448 -1.771077 -0.7 0.4 -0.5
C -1.082627 -2.367822 -3.504210 -0.5 0.6 0.5
C 1.626147 0.025891 6.092319 0.1 -0.2 -0.1
C 0.913533 3.173922 -0.207693 -0.2 0.5 0.2
C 1.739606 3.361987 -2.451606 -0.2 -0.3 0.6
C -2.842614 -2.167678 2.156423 -0.4 0.4 0.0
C -2.954189 -2.031198 0.734999 -0.6 0.2 0.3
C -2.555204 2.273664 -2.552781 0.3 0.0 0.1
C 0.209244 -0.011909 4.067461 1.2 0.7 -0.3
C 2.177210 -0.133049 -0.659558 2.9 -2.1 1.5
C -0.125379 4.748304 -1.725321 0.2 -0.7 0.5
C 1.810744 2.747499 -1.194211 1.0 0.0 0.6
C 1.190195 -3.560922 -4.512695 -0.1 0.4 0.4
C 0.603537 -1.363459 3.911657 0.9 -0.4 0.3
C 0.660610 2.150404 5.122314 0.0 0.1 -0.3
C -1.181295 -3.217307 -4.618061 -0.1 0.4 0.6
C -0.153076 2.711317 4.143185 0.0 0.7 0.5
C -0.018947 4.177114 -0.459394 -0.3 -0.2 0.7
C 0.750501 4.304765 -2.716430 -0.2 0.1 0.5
C 0.812791 0.743260 5.136159 0.1 -1.1 0.0
C 0.963593 0.108902 0.191788 -1.8 -0.4 0.9
C -0.445044 0.844289 -3.706341 0.3 -1.1 0.3
C -0.039178 -3.801773 -5.130511 0.7 -0.1 0.3
C -0.181972 -2.245902 -0.095556 -2.1 -1.9 -0.1
C 1.435883 -2.030586 4.805479 -1.1 1.2 0.0
C -1.248684 1.687499 -4.487240 0.5 -0.2 0.2
C 2.398127 -2.655381 -0.124209 -1.6 -2.6 0.6
C -3.162171 0.068977 1.664367 0.0 -0.1 -0.7
C -3.000054 -0.864010 2.724594 -0.1 -0.6 0.2
C 0.138501 -2.061643 -2.875302 0.7 -0.2 0.1
C 1.057291 -3.051963 0.018003 1.7 -0.4 -0.3
C 2.874104 -1.377950 -0.521072 -0.3 2.6 -0.7
C -0.859686 1.905752 3.236493 0.7 -1.3 -0.7
H 0.320388 1.004601 0.101096 1.5 0.3 0.5
H 3.951264 -1.362845 -0.743117 -0.6 0.1 -0.3
H 0.931856 2.771475 0.814720 0.3 0.2 -0.5
H 1.629388 -3.083806 4.634572 0.3 0.1 0.1
H -3.346113 -0.218189 -0.542860 0.1 -0.2 0.1
H 1.219274 2.762310 5.862773 -0.6 -0.4 -0.7
H 0.434446 0.311995 -4.157010 -1.1 0.5 0.3
H 2.236050 -2.507792 -2.950191 0.0 -0.1 -0.1
H -0.907695 5.473506 -1.914484 0.2 0.1 -0.2
H 4.474026 1.943057 -0.833489 1.8 -0.2 -1.4
H 2.032873 0.610996 6.942483 -0.3 -0.6 -0.6
H -2.894511 -2.808195 -0.001128 -0.1 -0.3 0.0
H -1.051981 1.779794 -5.551621 0.1 0.0 0.2
H -1.950091 1.394414 -0.694542 0.1 0.0 -0.3
H -3.369907 2.869329 -2.095190 0.7 -0.5 -0.2
H -1.652832 2.338121 2.590002 1.0 -0.4 0.3
H -1.025337 -2.768978 -0.597768 1.1 -0.5 0.4
H 0.994069 -0.430887 1.210422 0.6 1.4 -1.2
H -1.994285 -1.880755 -3.122002 0.3 -0.3 -0.3
H -0.256151 3.809764 4.050589 -0.1 -0.9 0.3
H 2.477574 -1.888526 6.721687 -0.3 0.5 -0.6
H 0.629071 4.715189 -3.690410 0.2 0.2 -0.7
H -0.044054 -2.934461 2.690120 0.3 0.7 0.2
H -3.027730 -0.621105 3.791493 0.3 -0.2 -0.5
H -0.668470 4.455660 0.395688 0.3 0.1 -0.8
H -2.647679 -3.080470 2.711350 -0.2 0.1 -0.2
H 2.101492 -4.037346 -4.874766 -0.3 0.2 0.0
H -2.149941 -3.425780 -5.074848 0.2 0.2 0.2
H 2.462576 3.079197 -3.198577 0.0 0.1 -0.4
H -2.973666 3.026961 -4.505573 0.2 -0.1 -0.2
H 0.943006 -4.163422 0.102192 -0.1 1.1 0.2
H -0.093431 -4.467971 -5.980426 0.0 0.0 0.0
H 1.282239 -2.157366 2.184950 -0.6 0.1 -0.1
H 3.144138 -3.531688 -0.053027 -1.1 1.7 -0.1
H -3.295749 1.148295 1.754378 0.0 -0.5 0.0
```
Forces are in eV/Å.

Its total energy is -2684.13008 Eh. The total charge is +2. As for the LUMO energy (alpha / beta): -6.70 / -7.51 eV. As for the expectation value of S²: 2.0477. As for the gap between HOMO and LUMO (alpha / beta): 6.380 / 5.562 eV. For the energy above the lowest of the compared OMol25 structures with the same formula, charge and spin, the calculation gives 91.1 kcal/mol. Its spin multiplicity is 3.

=====

- Which of these has the highest energy above the lowest of the compared OMol25 structures with the same formula, charge and spin?
  C38H35ClN2Si2W